Computed, not measured: C26H37N2SeW as an isolated structure in a non-equilibrium geometry, with ωB97M-V with the def2-TZVPD basis set.

Each line ends with the Löwdin charge.
Element x y z (Å)
W 0.1888 0.0440 -0.4114  1.16
Se -0.7344 -1.6385 1.0119  0.82
N -3.5647 -2.3948 0.9837  -0.13
N -3.2828 -0.6059 2.2027  -0.09
C -0.4785 -1.1806 -2.2158  -0.34
C 1.9704 1.5564 3.5742  -0.03
C 2.4683 2.6127 1.3334  -0.01
C 2.3316 -0.2304 0.3744  -0.22
C -4.6484 -0.8973 2.1588  -0.03
C 0.3831 1.1028 1.6454  -0.30
C 4.7599 -0.4515 -0.0462  -0.07
C 3.4301 -0.5521 -0.4953  -0.06
C -0.7940 1.1226 -2.1438  -0.32
C 2.8112 0.4657 1.6327  -0.25
C 1.8531 1.3624 2.0775  -0.53
C 0.7776 -0.5575 -2.5343  -0.31
C -2.9249 -0.3022 -1.7518  -0.01
C -2.6128 -1.4954 1.3950  -0.50
C 1.9139 -1.2545 -3.2166  -0.03
C -2.6235 0.3942 3.0026  -0.02
C -3.3895 -3.5738 0.1597  -0.03
C -1.4826 2.4486 -2.1550  -0.03
C 1.5898 1.9164 -2.8504  -0.02
C 0.5988 0.8735 -2.4478  -0.33
C 5.0062 -0.3047 1.3179  -0.03
C -1.4535 -0.1396 -1.9877  -0.32
C 3.9561 0.0296 2.1966  -0.02
C -4.8090 -1.9708 1.4040  -0.05
C -0.2126 1.8757 0.5921  -0.24
C -0.7465 -2.6501 -2.2587  -0.05
H 1.4924 2.8081 -2.2215  0.08
H -3.6362 -3.3572 -0.8876  0.09
H -3.1374 -1.2734 -1.2842  0.05
H -3.2719 0.7055 3.8238  0.11
H 1.5842 0.6454 4.0588  0.10
H 2.4549 -1.9229 -2.5385  0.08
H 0.1403 -3.2133 -1.9366  0.09
H -0.9879 -2.9782 -3.2830  0.10
H -1.8887 2.6584 -3.1530  0.10
H -1.5907 -2.9216 -1.6088  0.03
H 1.9830 3.5993 1.5077  0.11
H 1.4146 2.2048 -3.8968  0.10
H 5.5269 -0.6233 -0.7883  0.10
H -0.7935 3.2586 -1.9038  0.08
H -1.3054 2.0433 0.5617  0.06
H 4.2504 0.1701 3.2867  0.14
H 2.6189 1.5564 -2.7643  0.08
H 2.5914 -0.5101 -3.6435  0.09
H 3.0245 1.6886 3.8686  0.08
H -2.3649 1.2821 2.4184  0.09
H 1.3840 2.4552 3.9060  0.11
H 6.0674 -0.5055 1.6142  0.13
H 1.7618 -1.1779 0.5746  0.10
H -3.5025 -0.2360 -2.6910  0.11
H 1.5381 -1.8590 -4.0488  0.10
H 0.3697 2.6947 0.1483  0.06
H -1.7100 -0.0233 3.4301  0.08
H -3.2819 0.4941 -1.0815  0.09
H -4.1078 -4.3246 0.5157  0.11
H -2.3760 -3.9580 0.2486  0.07
H -0.2348 0.7700 2.4938  0.05
H -2.3207 2.4729 -1.4512  0.08
H 3.5361 2.6743 1.6543  0.11
H -5.3895 -0.2921 2.7086  0.15
H -5.6930 -2.5427 1.0900  0.15
H 2.4849 2.4077 0.2386  0.09
H 3.0882 -0.4753 -1.5138  0.05

<S²>: 2.05
Multiplicity: 3
Gap between HOMO and LUMO (alpha / beta) in Eh: 0.2277 / 0.2251
F_max in Eh/bohr: 0.1184
Lowest unoccupied orbital energy (alpha / beta) in eV: -3.002 / -3.513
HOMO energy (alpha / beta) in eV: -9.2 / -9.6
Net charge: +1
E_tot in hartree: -3590.5823



Computed, not measured: C36H42CuF8Ge2O6S as an isolated structure, with ωB97M-V with the def2-TZVPD basis set.

Each line ends with the Löwdin charge.
Element x y z (Å)
Ge 0.9168 2.0812 -0.4562  1.18
Ge 1.4424 -1.8829 -1.1976  0.97
Cu -0.0778 -0.0376 1.4726  0.56
S -1.0253 -2.3457 2.6095  0.54
F -2.3156 0.8557 3.6518  0.08
F -4.8029 1.7106 3.2735  0.12
F -4.0223 2.0607 -1.3541  0.11
F -5.6950 2.3303 0.7867  0.13
F -2.8415 -2.8179 4.4304  0.15
F -3.5387 -1.6014 2.7800  0.15
F -3.2350 -3.7263 2.5027  0.14
F -1.5276 1.1388 -0.9970  0.01
O -1.1327 -1.9782 1.1874  -0.32
O 1.5387 -1.2039 0.5349  -0.31
O -0.3588 -3.5820 2.9017  -0.26
O -0.5714 -1.1828 3.3719  -0.30
O 0.9470 1.7600 1.3843  -0.42
O 0.2044 3.7047 -0.4055  -0.35
C -0.9833 3.8264 -2.5212  -0.03
C 0.8902 -5.9663 -0.1742  -0.06
C -3.1670 -3.0708 -1.5366  -0.06
C 1.3565 -6.6126 -1.3116  -0.08
C -0.2575 3.5091 2.6942  -0.01
C 0.3157 -0.0843 -3.0657  -0.17
C -0.5991 0.5204 -3.9524  -0.09
C -0.0647 4.5466 -1.5446  -0.69
C -4.4574 1.8652 0.9563  -0.13
C 3.5118 -2.6511 0.9748  -0.03
C -1.8431 0.8739 1.3219  -0.01
C 0.9142 -4.5819 -0.0983  -0.11
C -1.8996 0.1191 -3.9578  -0.03
C 2.3616 -1.4382 2.7720  -0.02
C 1.0399 2.7378 2.4861  -0.61
C 2.7751 -1.3602 1.3134  -0.61
C -4.0926 -2.4062 -2.3662  -0.07
C 1.2576 4.9129 -2.2107  -0.04
C -3.6791 -1.3615 -3.1387  -0.04
C -3.6126 1.7197 -0.1264  -0.14
C -0.0485 -1.0895 -2.1996  -0.20
C 3.6610 -0.1446 1.0734  -0.02
C -1.4006 -1.5668 -2.2472  -0.16
C -2.3388 1.2310 0.0919  -0.21
C -2.3306 -0.9290 -3.1115  -0.17
C -0.7475 5.7857 -0.9840  -0.03
C 1.8788 -4.4839 -2.2937  -0.10
C 1.8517 -5.8706 -2.3728  -0.08
C -1.8664 -2.6607 -1.4773  -0.04
C 1.4077 -3.8254 -1.1589  -0.27
C -3.9969 1.5466 2.2225  -0.14
C 2.1932 3.6797 2.1554  -0.03
C 3.0351 -1.3043 -2.1813  -0.18
C 1.3577 1.9451 3.7421  -0.02
C -2.7684 -2.6372 3.1143  -0.66
C -2.7048 1.0739 2.3856  -0.26
H 3.1102 3.1159 1.9707  0.09
H 1.3367 0.2731 -3.0858  0.07
H 4.5699 -0.2244 1.6716  0.10
H 3.1318 0.7631 1.3635  0.05
H 3.9385 -1.8217 -1.8631  0.03
H 1.0953 5.6170 -3.0282  0.09
H -0.2599 1.2986 -4.6248  0.11
H -1.9202 3.5463 -2.0382  0.08
H 0.5437 -4.1002 0.7972  0.08
H -1.6682 5.5047 -0.4715  0.09
H 3.9538 -0.0605 0.0271  0.07
H 1.3336 -7.6934 -1.3697  0.10
H -4.3735 -0.8470 -3.7924  0.11
H -0.9941 6.4842 -1.7851  0.09
H 2.8709 -1.5147 -3.2387  0.03
H 2.3716 4.3507 2.9966  0.10
H 3.1914 -0.2307 -2.0764  0.02
H 1.7705 -0.5737 3.0704  0.05
H -1.0471 2.8515 3.0509  0.07
H 1.9315 5.3734 -1.4866  0.09
H 0.5908 1.1898 3.9333  0.08
H -1.1815 -3.1753 -0.8245  0.07
H 0.5025 -6.5389 0.6589  0.11
H 1.7796 -2.3383 2.9674  0.08
H 1.3772 2.6227 4.5965  0.10
H 1.9601 4.2917 1.2849  0.07
H 4.3988 -2.7094 1.6074  0.10
H 2.3341 1.4651 3.6705  0.08
H -1.2101 4.4737 -3.3701  0.10
H 2.2164 -6.3683 -3.2623  0.10
H -0.5170 2.9158 -2.9044  0.05
H -3.4915 -3.9076 -0.9317  0.11
H -0.0831 4.2605 3.4668  0.10
H -0.5794 4.0077 1.7855  0.07
H 1.7431 4.0246 -2.6238  0.07
H 2.2694 -3.9195 -3.1338  0.10
H -5.1252 -2.7297 -2.3912  0.10
H -0.0935 6.2892 -0.2707  0.09
H 2.8890 -3.5180 1.1837  0.08
H 3.8486 -2.7053 -0.0606  0.06
H -2.6214 0.5828 -4.6202  0.12
H 3.2532 -1.4566 3.4009  0.11

<S²>: 0.75
Relative energy (zero: lowest compared OMol25 entry of this formula, charge and spin) in kJ/mol: 0.0
Multiplicity: 2
Gap between HOMO and LUMO (alpha / beta) in Eh: 0.2955 / 0.2551
F_max in Eh/bohr: 0.0099
Lowest unoccupied orbital energy (alpha / beta) in eV: -0.260 / -1.362
HOMO energy (alpha / beta) in eV: -8.3 / -8.3
Net charge: 0
E_tot in hartree: -8839.9261



Computed, not measured: C10H21DyN3P as an isolated structure in a non-equilibrium geometry, with ωB97M-V with the def2-TZVPD basis set.

Each line ends with the Löwdin charge.
Element x y z (Å)
Dy -0.0991 1.9950 -0.9620  0.85
P -1.3682 3.1960 1.1460  0.45
N -0.3117 -0.5246 1.0260  -0.12
N 1.2879 1.0408 0.3318  -0.14
N 1.6135 -0.0760 2.3264  -0.12
C -1.2521 -0.7197 2.1316  -0.04
C -0.0608 -0.1265 -4.1325  -0.21
C -0.9518 -0.2248 -0.2945  -0.19
C 0.8667 0.1356 1.2489  -0.43
C 0.4065 -1.3524 -4.6454  -0.22
C -1.4821 -0.4011 -3.5936  -0.23
C 1.4404 -1.2301 3.2048  -0.04
C 2.8178 0.7320 2.5157  -0.03
C -1.7359 -1.7655 -3.8265  -0.22
C -0.5947 -2.3516 -4.4550  -0.19
H -2.1506 0.3583 -3.1816  0.03
H -1.4215 4.6226 0.9103  -0.13
H 3.3192 0.3584 3.4103  0.09
H -0.8997 -1.5343 2.7707  0.07
H -2.7575 3.0526 1.4763  -0.12
H -1.3945 0.1983 2.7232  0.10
H 0.7591 -1.0058 4.0374  0.10
H -1.6318 -1.0197 -0.5888  0.11
H 0.4399 0.8458 -4.1397  0.02
H -1.6251 0.7170 -0.1934  0.01
H 3.5122 0.6296 1.6684  0.10
H 2.4218 -1.4721 3.6230  0.09
H -0.1535 -0.1904 -1.1005  0.04
H 1.3757 -1.5223 -5.1121  0.07
H -0.5068 -3.3949 -4.7445  0.06
H -0.8742 3.2775 2.4892  -0.16
H 2.5697 1.7932 2.6559  0.10
H -2.6589 -2.2912 -3.5794  0.06
H 1.0728 -2.0996 2.6469  0.10
H -2.2163 -1.0173 1.7136  0.10
H 2.2436 1.3671 0.4934  0.04

<S²>: 9.54
Relative energy (zero: lowest compared OMol25 entry of this formula, charge and spin) in kJ/mol: 0.0
Multiplicity: 6
Gap between HOMO and LUMO (alpha / beta) in Eh: 0.1866 / 0.1533
F_max in Eh/bohr: 0.1234
Lowest unoccupied orbital energy (alpha / beta) in eV: -0.277 / -0.205
HOMO energy (alpha / beta) in eV: -5.4 / -4.4
Net charge: 0
E_tot in hartree: -1784.0264



Computed, not measured: a 2-piece molecular cluster, CH4N2O overall in a non-equilibrium geometry, with ωB97M-V with the def2-TZVPD basis set.

Each line ends with the Löwdin charge.
Element x y z (Å)
O 2.0244 0.0903 -0.7150  -0.05
N -1.6991 -0.4365 0.8382  0.02
N -2.1200 0.3184 1.6316  -0.08
C 0.8163 -0.4381 -0.4896  -0.13
H -0.0735 -0.1780 -1.0429  0.04
H 2.0469 0.5029 -1.5769  0.09
H -1.4211 0.9134 2.3341  0.12
H 0.8797 -1.3571 -0.0869  0.01

Relative energy (zero: lowest compared OMol25 entry of this formula, charge and spin) in kJ/mol: 528.4
Gap between HOMO and LUMO (alpha / beta) in Eh: 0.2791 / 0.3380
F_max in Eh/bohr: 0.0663
Lowest unoccupied orbital energy (alpha / beta) in eV: 0.230 / 0.874
HOMO energy (alpha / beta) in eV: -7.4 / -8.3
Net charge: 0
E_tot in hartree: -225.0907